[1]
Entry from the Open Molecules 2025 dataset: a cluster of 3 separate species, C19H19BBr2N3O6P in total at a distorted geometry (wB97M-V/def2-TZVPD).

Geometry as ORCA input:
```
! RIJCOSX wB97M-V def2-TZVPD def2/J DEFGRID3
* xyz 0 1
C -0.9084 2.6027 5.3197
C -1.2945 1.7336 4.3935
P -1.9026 0.3414 3.2898
O -0.2039 -0.1951 3.1624
C 0.5295 0.9002 2.6259
N 1.1577 1.8653 2.2165
B -2.3313 -1.4574 3.7610
C -2.5784 -2.5600 2.5471
O -2.4333 -1.9960 5.1100
C -3.6934 0.9381 3.2250
Br -4.4631 1.3743 1.4086
C -4.5896 1.1270 4.3278
C -6.1114 1.6983 4.1298
Br -4.0520 0.7055 6.1795
H -0.6890 3.2687 6.2446
H -1.8191 0.6054 1.8567
H -1.9189 -3.5072 2.7318
H -2.1265 -2.0779 1.5829
H -3.6876 -2.8165 2.3918
H -2.9102 -2.8684 5.0265
H -6.8460 0.8452 3.8932
H -6.4496 2.1287 5.1621
H -6.1572 2.5861 3.3962
C 3.5989 -1.4847 -1.5049
C 3.7301 -2.8709 -1.5500
C 2.6969 -3.6846 -1.0936
C 1.5319 -3.0982 -0.5969
C 1.3984 -1.7098 -0.5423
C 2.4384 -0.9044 -0.9985
N 0.4312 -3.9504 -0.1385
O 0.5917 -5.1657 -0.1834
O -0.5904 -3.3995 0.2608
H 4.4051 -0.8532 -1.8671
H 4.6380 -3.3171 -1.9445
H 2.8127 -4.7630 -1.1347
H 0.4983 -1.2442 -0.1531
H 2.3435 0.1763 -0.9632
C 1.3499 2.1562 -6.6172
C 2.3007 3.1686 -6.5131
C 3.1394 3.2262 -5.4037
C 3.0200 2.2595 -4.4041
C 2.0640 1.2475 -4.4998
C 1.2279 1.2001 -5.6118
N 3.9173 2.3007 -3.2462
O 4.7320 3.2146 -3.1868
O 3.8043 1.4149 -2.4042
H 0.7008 2.1114 -7.4875
H 2.3898 3.9119 -7.2996
H 3.8759 4.0205 -5.3355
H 1.9601 0.4939 -3.7250
H 0.4828 0.4151 -5.6975
*
```

## Properties
- HOMO: -9.30 eV
- Frontier orbital gap: 0.3148 hartree
- Structure (SMILES): C#C[PH](OC#N)(B(C)O)/C(Br)=C(/C)Br.O=[N+]([O-])c1ccccc1.O=[N+]([O-])c1ccccc1

[2]
Entry from the Open Molecules 2025 dataset: a structure of composition C19H19BrN5ORu at a distorted geometry (wB97M-V/def2-TZVPD).

Geometry as ORCA input:
```
! RIJCOSX wB97M-V def2-TZVPD def2/J DEFGRID3
* xyz 2 2
Ru 0.6633 -0.7224 -0.0120
O 2.5264 -0.7077 5.5922
C 1.8485 -0.7032 4.4605
C 0.4346 -0.6821 4.3779
C -0.1816 -0.6917 3.1503
N 0.5929 -0.7311 2.0472
C 1.8391 -0.7318 2.1596
Br 3.0792 -0.6634 -0.4903
C 2.6065 -0.7100 3.2730
H 1.9684 -0.7197 6.3813
H -0.1678 -0.6565 5.2761
H -1.2553 -0.6605 3.0280
H 3.6872 -0.7063 3.2905
C 0.4151 -1.3195 -4.3050
C 0.4524 -0.0248 -4.7881
C 0.4435 1.0326 -3.8901
C 0.4162 0.7773 -2.5334
N 0.3873 -0.4940 -2.0710
C 0.3748 -1.5109 -2.9379
C 0.4102 1.8460 -1.5113
C 0.4229 3.1980 -1.8036
C 0.4106 4.1170 -0.7652
C 0.3667 3.6626 0.5430
C 0.3486 2.2988 0.7611
N 0.3818 1.4164 -0.2404
H 0.4078 -2.1725 -4.9678
H 0.4845 0.1667 -5.8523
H 0.4539 2.0470 -4.2586
H 0.3263 -2.5070 -2.5265
H 0.4327 3.5441 -2.8262
H 0.4330 5.1772 -0.9787
H 0.3421 4.3470 1.3787
H 0.2993 1.9007 1.7657
N -2.4038 -1.5708 0.5279
C -3.6999 -1.2963 0.3030
C -3.7456 -0.1341 -0.4319
C -2.4094 0.2310 -0.6143
N -1.6002 -0.6459 -0.0260
H -2.0186 -2.3674 1.0083
H -4.4885 -1.9304 0.6738
H -4.6197 0.3818 -0.7881
H -2.0186 1.0834 -1.1420
C 0.3568 -2.7731 -0.0542
H 0.4495 -3.1725 0.9567
H 1.1585 -3.1823 -0.6681
H -0.6115 -3.0401 -0.4721
*
```

## Properties
- HOMO (spin up / spin down): -15.36 / -14.95 eV
- Energy relative to the best compared isomer or geometry (same formula, charge and spin): 2.2196 eV
- <S²>: 0.9994
- Frontier orbital gap (spin up / spin down): 0.2853 / 0.2538 hartree

[3]
Entry from the Open Molecules 2025 dataset: the ion C19H19Cl2 with charge +1 at a distorted geometry (wB97M-V/def2-TZVPD).

Geometry as ORCA input:
```
! RIJCOSX wB97M-V def2-TZVPD def2/J DEFGRID3
* xyz 1 1
C -2.2285 -0.0364 2.2849
C -0.7469 0.0233 2.0772
C -0.0275 1.3673 2.1152
C 1.5036 0.8345 2.1172
C 1.5736 -0.7026 2.2827
C 0.1114 -1.1919 2.1569
H -2.5649 -1.0759 2.2278
H -2.4714 0.3257 3.3051
H -2.7782 0.5797 1.5489
H -0.2738 1.9676 3.1403
H 2.0557 1.1757 1.2449
H 1.8779 1.3297 2.9955
H 2.1831 -1.1403 1.5036
H 2.0417 -1.0117 3.2360
H -0.1587 -1.8067 3.0206
H -0.0391 -1.8876 1.2972
Cl -2.5498 7.0668 3.9968
C -2.0108 5.8895 2.8911
C -2.8248 4.8092 2.5136
C -2.3657 3.7740 1.7157
C -1.0151 3.7627 1.3202
C -0.3670 2.3692 0.9886
C 0.5958 2.5381 -0.2208
C 0.4263 1.7659 -1.3764
C 1.5268 1.5253 -2.1793
C 2.7685 2.1456 -1.9535
Cl 4.1249 1.7902 -2.9207
C 2.8763 2.9930 -0.8671
C 1.8007 3.2126 0.0076
C -0.2677 4.9558 1.4562
C -0.7330 5.9362 2.3538
H -3.8302 4.7904 2.8843
H -3.0285 2.9251 1.4724
H -1.2159 1.8018 0.5969
H -0.5239 1.2502 -1.5609
H 1.4462 0.8484 -3.0043
H 3.8033 3.4832 -0.6589
H 1.9707 3.7440 0.9568
H 0.7084 5.1177 0.9843
H -0.0883 6.7507 2.6249
*
```

## Properties
- HOMO: -11.44 eV
- Energy relative to the best compared isomer or geometry (same formula, charge and spin): 1.1929 eV
- Frontier orbital gap: 0.1904 hartree

[4]
Entry from the Open Molecules 2025 dataset: a structure of composition C19H19Cl2N3O2S3W at a distorted geometry (wB97M-V/def2-TZVPD).

Geometry as ORCA input:
```
! RIJCOSX wB97M-V def2-TZVPD def2/J DEFGRID3
* xyz 0 1
W 0.5816 1.7575 0.0272
C 2.8267 -0.6327 -0.1572
N 1.3873 -0.7500 0.1829
C 0.8236 -1.5611 -0.9522
C -0.6678 -1.5696 -1.2498
N -1.1775 -0.2062 -1.5583
C -0.3993 0.8003 -1.2052
C -2.5645 0.0666 -1.3120
C -3.5402 -0.3188 -2.2093
C -4.8711 -0.0033 -1.9581
C -5.2193 0.7043 -0.8199
C -4.2411 1.0782 0.0948
C -2.9155 0.7558 -0.1441
S -1.7201 1.1357 1.1332
C 1.2125 -1.3841 1.4903
C 2.2956 -2.0293 2.0773
C 2.2437 -2.5991 3.3423
C 1.0935 -2.5086 4.0917
C 0.0033 -1.8572 3.5430
C 0.0234 -1.3234 2.2547
S -1.6269 -0.8713 1.7798
H 3.2727 -1.6161 -0.3290
H 3.3538 -0.1011 0.6287
H 2.9153 -0.0483 -1.0660
H 1.1404 -2.6001 -0.8140
H 1.3223 -1.1883 -1.8483
H -1.2543 -1.9914 -0.4401
H -0.7999 -2.1973 -2.1338
H 1.3745 2.0929 -4.8782
H 0.9773 0.4630 -4.0970
H 2.2356 1.6280 -3.1639
H -3.2514 -0.8406 -3.1125
H -5.6326 -0.2992 -2.6670
H -6.2524 0.9636 -0.6339
H -4.5053 1.6130 0.9974
H 3.2342 -2.0984 1.5540
H 3.1263 -3.0849 3.7361
H 1.0417 -2.9047 5.0960
H -0.9028 -1.7455 4.1226
S 1.7602 1.2785 4.7208
C 1.3738 1.4418 3.1828
N 1.0884 1.5433 2.0426
Cl 0.9353 1.6793 -3.0843
C 1.1201 3.0306 -1.6146
Cl -0.4738 3.8202 0.6485
C 2.5388 2.9868 -1.2649
O 3.5038 3.4650 -1.8112
O 2.5768 2.0906 -0.2663
H 0.6329 3.9359 -1.9558
*
```

## Properties
- HOMO (spin up / spin down): -7.18 / -7.18 eV
- Energy relative to the best compared isomer or geometry (same formula, charge and spin): 0.0000 eV
- Frontier orbital gap (spin up / spin down): 0.1799 / 0.1798 hartree

[5]
Entry from the Open Molecules 2025 dataset: the molecule C19H19Cl2N3OS2 at a distorted geometry (wB97M-V/def2-TZVPD).

Geometry as ORCA input:
```
! RIJCOSX wB97M-V def2-TZVPD def2/J DEFGRID3
* xyz 0 1
C 6.7626 2.5336 1.1448
C 5.7921 1.7264 0.3375
C 6.1967 0.5631 -0.3059
C 5.3079 -0.1690 -1.0696
C 3.9905 0.2499 -1.2134
C 3.5779 1.4087 -0.5666
C 4.4715 2.1356 0.1973
H 4.1377 3.0354 0.6941
H 2.5504 1.7276 -0.6580
C 3.0251 -0.5509 -2.0204
H 3.5108 -1.0550 -2.8554
H 2.1806 0.0443 -2.3607
S 2.3024 -1.9157 -1.0221
C 1.0277 -1.0411 -0.2391
N 0.6613 0.1895 -0.4877
N -0.3639 0.4757 0.3279
C -0.6115 -0.5751 1.0643
N 0.2502 -1.5878 0.7399
C 0.2999 -2.9195 1.2754
H 1.0204 -3.4990 0.7014
H -0.6859 -3.3800 1.1946
H 0.6114 -2.8938 2.3222
C -1.6952 -0.6778 2.0441
H -1.9888 0.3027 2.4068
H -1.4414 -1.3388 2.8707
S -3.2322 -1.4251 1.2588
O -2.7901 -2.7038 0.7008
C -3.3118 -0.2576 -0.2021
C -4.7386 0.0460 -0.4724
C -5.3681 -0.3478 -1.6478
C -6.7034 -0.0748 -1.8798
C -7.4356 0.6024 -0.9175
C -6.8446 1.0017 0.2716
C -5.5079 0.7152 0.4794
Cl -4.7760 1.1958 1.9674
H -7.4170 1.5233 1.0216
Cl -9.1014 0.9522 -1.1898
H -7.1747 -0.3851 -2.7984
H -4.7966 -0.8760 -2.3954
H -2.8424 -0.7790 -1.0331
H -2.7420 0.6353 0.0505
H 5.6364 -1.0758 -1.5580
H 7.2189 0.2263 -0.2063
H 7.5534 1.9043 1.5465
H 7.2246 3.2956 0.5158
H 6.2588 3.0379 1.9663
*
```

## Properties
- HOMO: -8.26 eV
- Frontier orbital gap: 0.3241 hartree

[6]
Entry from the Open Molecules 2025 dataset: a structure of composition C19H19Cl2NPtS2 at a distorted geometry (wB97M-V/def2-TZVPD).

Geometry as ORCA input:
```
! RIJCOSX wB97M-V def2-TZVPD def2/J DEFGRID3
* xyz 0 3
Pt 0.5207 0.7746 0.8513
N 2.5543 0.7746 0.8513
S 3.5403 -0.1704 0.2108
C 2.7499 -0.0992 -1.4329
C 1.3662 -0.1643 -1.6424
C 0.8376 -0.1236 -2.9348
C 1.6896 -0.0156 -4.0329
C 3.0687 0.0552 -3.8372
C 3.5943 0.0142 -2.5428
C 2.7094 -1.7157 0.7276
C 1.9900 -1.8198 1.9252
C 1.4150 -3.0325 2.3167
C 1.5723 -4.1668 1.5231
C 2.3136 -4.0891 0.3457
C 2.8878 -2.8742 -0.0408
H 3.0551 1.5271 1.3435
H 0.7046 -0.2359 -0.7832
H -0.2376 -0.1691 -3.0717
H 1.2788 0.0220 -5.0364
H 3.7385 0.1485 -4.6855
H 4.6671 0.0766 -2.3871
H 1.8732 -0.9406 2.5530
H 0.8492 -3.0792 3.2411
H 1.1240 -5.1076 1.8249
H 2.4507 -4.9681 -0.2753
H 3.4748 -2.8236 -0.9530
Cl 1.3819 5.5272 2.2733
C 0.5263 4.8995 0.8602
Cl 0.5207 3.1323 0.8513
H 1.0230 5.2581 -0.0447
H -0.5057 5.2583 0.8808
S -1.8815 0.7746 0.8513
C -3.5960 0.7641 0.8539
C -4.2918 1.0493 2.0276
C -5.6896 1.0405 2.0290
C -6.3892 0.7470 0.8580
C -5.6895 0.4620 -0.3150
C -4.2918 0.4704 -0.3178
H -3.7531 1.2787 2.9429
H -6.2238 1.2635 2.9462
H -7.4737 0.7403 0.8597
H -6.2237 0.2325 -1.2307
H -3.7530 0.2476 -1.2347
H 0.5207 -0.9432 0.8513
*
```

## Properties
- HOMO (spin up / spin down): -5.16 / -7.33 eV
- Energy relative to the best compared isomer or geometry (same formula, charge and spin): 0.8788 eV
- <S²>: 2.0225
- Frontier orbital gap (spin up / spin down): 0.2043 / 0.2143 hartree

[7]
Entry from the Open Molecules 2025 dataset: a structure of composition C19H19ClMoN5O4S2SbSe4 (wB97M-V/def2-TZVPD).

Geometry as ORCA input:
```
! RIJCOSX wB97M-V def2-TZVPD def2/J DEFGRID3
* xyz -2 3
Mo 0.9888 -1.5773 -1.2106
Se 2.1739 -5.3663 1.7511
Sb 0.2878 -3.8594 1.6211
Se -0.4371 -3.5714 -0.7898
Se 1.0593 -1.4534 1.3044
Se -1.5608 -4.1017 3.1398
N 5.0802 -0.3627 -0.8572
C 3.9305 -1.0158 -1.0827
O 2.8548 -0.4629 -0.8267
C 3.9387 -2.3885 -1.6651
C 2.5895 -3.0380 -1.4042
H 5.0441 0.5558 -0.4493
H 5.9625 -0.8142 -1.0049
H 4.7746 -2.9678 -1.2599
H 4.0979 -2.2595 -2.7382
H 2.6111 -3.6168 -0.4803
H 2.3033 -3.6927 -2.2241
C 0.1261 2.5486 -2.6620
C 0.7139 1.3193 -2.4519
N 0.4723 0.6107 -1.3206
C -0.2609 1.1684 -0.3641
C -0.8875 2.4363 -0.4761
C -0.7012 3.0975 -1.7010
C -1.7632 2.9494 0.5271
C -1.8031 2.6731 1.8920
C -0.7729 2.2062 2.7388
C -1.0137 1.9528 4.1204
C 0.0390 1.6123 4.9164
N 1.3101 1.4959 4.4657
C 1.4314 1.7160 3.1586
N 0.5076 2.0564 2.2784
H 0.3068 3.0542 -3.6021
H 1.3354 0.8580 -3.1976
H -0.4316 0.5774 0.5182
H -1.1932 4.0493 -1.8701
H -2.5343 3.6180 0.1484
H -2.7118 2.9632 2.4153
H -2.0163 2.0318 4.5241
H -0.1107 1.4153 5.9747
H 2.4357 1.5938 2.7559
Cl -5.4401 2.0505 -0.9271
C -4.4617 0.8333 -0.1456
C -4.7273 0.4577 1.1574
C -3.9087 -0.4986 1.7313
C -2.8694 -1.0284 0.9795
N -2.6223 -0.6560 -0.2734
C -3.4017 0.2622 -0.8298
H -5.5437 0.9141 1.7021
H -4.0543 -0.8291 2.7510
H -2.2124 -1.7787 1.4045
H -3.1624 0.5715 -1.8422
O 1.2808 -3.0142 -4.6483
S 0.9348 -1.6771 -4.2243
O 0.8164 -0.7030 -5.2830
O 1.9093 -1.1826 -3.1483
S -0.7143 -1.7331 -3.0158
*
```

## Properties
- HOMO (spin up / spin down): -0.25 / -2.61 eV
- Energy relative to the best compared isomer or geometry (same formula, charge and spin): 1.7782 eV
- <S²>: 2.0546
- Frontier orbital gap (spin up / spin down): 0.1408 / 0.2425 hartree

[8]
Entry from the Open Molecules 2025 dataset: the molecule C19H19ClN2O2 (wB97M-V/def2-TZVPD).

Geometry as ORCA input:
```
! RIJCOSX wB97M-V def2-TZVPD def2/J DEFGRID3
* xyz 0 1
O -0.5964 1.6865 -2.9662
C 0.1691 1.0029 -2.3222
N 0.4204 1.1869 -0.9946
N -0.3214 2.0560 -0.2652
C -0.1740 2.1332 0.9870
C -1.0078 3.0693 1.8100
H -1.9950 2.6246 1.9565
C -0.2619 3.1570 3.1406
H 0.5306 3.9046 3.0751
H -0.9160 3.4200 3.9700
C 0.3475 1.7636 3.2979
H -0.4188 1.0646 3.6358
H 1.1692 1.7447 4.0128
C 0.7928 1.3922 1.8828
H 1.8080 1.7523 1.6883
H 0.7756 0.3146 1.7091
H -1.1445 4.0287 1.3156
H 1.0639 0.5537 -0.5260
C 0.9076 -0.1392 -2.9539
C 1.1062 -0.0625 -4.3305
C 1.6621 -1.1093 -5.0385
C 2.0078 -2.2754 -4.3757
C 1.8125 -2.3791 -3.0113
C 1.2812 -1.3155 -2.2891
O 1.1434 -1.4012 -0.9238
C 0.4191 -2.5057 -0.3848
C -0.6207 -1.9339 0.5458
C -0.5538 -2.1378 1.9173
C -1.4523 -1.5170 2.7675
C -2.4119 -0.6689 2.2387
C -2.5001 -0.4598 0.8714
C -1.6088 -1.0999 0.0323
H -1.6706 -0.9304 -1.0323
H -3.2475 0.2036 0.4670
Cl -3.5059 0.1468 3.3010
H -1.3982 -1.6773 3.8330
H 0.2097 -2.7814 2.3291
H -0.0528 -3.0790 -1.1902
H 1.1127 -3.1571 0.1601
H 2.0832 -3.2855 -2.4893
H 2.4309 -3.1074 -4.9185
H 1.8132 -1.0243 -6.1035
H 0.7919 0.8420 -4.8292
*
```

## Properties
- HOMO: -8.65 eV
- Energy relative to the best compared isomer or geometry (same formula, charge and spin): 1.5644 eV
- Frontier orbital gap: 0.3412 hartree
- Structure (SMILES): O=C(NN=C1CCCC1)c1ccccc1OCc1ccc(Cl)cc1

| no. | total energy (eV) |
| --- | --- |
| 1 | -186805.2575 |
| 2 | -102117.9530 |
| 3 | -45046.7822 |
| 4 | -87942.7206 |
| 5 | -73244.2507 |
| 6 | -71456.4373 |
| 7 | -339628.4331 |
| 8 | -39608.7497 |